C3H3O2Rh as an isolated structure at a distorted geometry. Source: the Open Molecules 2025 dataset; level of theory: ωB97M-V/def2-TZVPD.

```
! wB97M-V def2-TZVPD RIJCOSX def2/J DEFGRID3
* xyz 2 5
C 1.0962 0.7889 1.1100
C 0.5464 0.5258 -0.2708
H 1.7845 -0.0396 1.3665
H 1.3227 -0.1227 -0.7345
H 0.2148 1.3652 -0.8965
O -0.4548 -0.3062 1.4867
C -0.5885 -0.3269 0.2407
Rh -2.2793 -1.2277 -1.9237
O -1.6421 -0.6568 -0.3785
*
```

Values from the calculation:
- energy above the lowest of the compared OMol25 structures with the same formula, charge and spin (kcal/mol) = 75.5
- electronic energy (hartree) = -376.09815
- <S²> = 6.011
- E_HOMO (spin up / spin down) (eV) = -20.77 / -21.13
- frontier orbital gap (spin up / spin down) (Eh) = 0.357 / 0.283